# C47H125N3O17

A 17-piece molecular cluster, C47H125N3O17 overall in a non-equilibrium geometry (the ωB97M-V functional and the def2-TZVPD basis, the OMol25 dataset).

Structure (XYZ):
```
192
Properties=species:S:1:pos:R:3
C -7.655 -0.987 -2.296
C -6.924 -1.745 -3.489
C -5.970 -2.709 -2.661
C -5.258 -3.731 -3.569
C -6.270 -4.516 -4.433
C -7.377 -3.617 -5.155
N -7.871 -2.506 -4.286
O -8.871 -1.805 -4.824
C -6.786 -3.103 -6.514
C -8.599 -4.539 -5.401
C -6.148 -0.692 -4.255
H -8.318 -0.138 -2.461
H -6.964 -0.529 -1.587
H -8.188 -1.623 -1.589
H -5.240 -2.156 -2.069
H -6.588 -3.196 -1.907
H -4.596 -4.321 -2.935
H -4.645 -3.097 -4.210
H -6.758 -5.262 -3.807
H -5.726 -5.046 -5.215
H -5.697 -3.122 -6.554
H -7.099 -3.774 -7.314
H -7.174 -2.091 -6.631
H -9.373 -4.036 -5.979
H -8.286 -5.471 -5.872
H -8.927 -4.772 -4.388
H -5.566 0.004 -3.650
H -6.892 -0.037 -4.709
H -5.608 -1.188 -5.061
H -9.659 -2.160 -4.405
C 1.008 -1.302 -0.855
C 2.025 -0.190 -0.769
C 2.019 0.663 -2.077
C 0.908 1.638 -2.152
C 0.910 2.533 -0.933
C 0.912 1.864 0.519
N 1.800 0.667 0.488
O 1.771 -0.043 1.653
C 1.486 2.894 1.492
C -0.600 1.575 0.837
C 3.357 -0.858 -0.645
H 1.143 -1.855 -1.785
H 0.000 -0.887 -0.851
H 1.204 -2.011 -0.051
H 2.974 1.185 -2.132
H 2.016 0.102 -3.011
H -0.080 1.204 -2.309
H 1.092 2.261 -3.027
H 0.049 3.191 -1.046
H 1.811 3.111 -1.140
H 2.549 3.079 1.342
H 0.966 3.849 1.411
H 1.397 2.524 2.513
H -0.881 1.385 1.873
H -1.113 2.530 0.724
H -1.090 0.814 0.229
H 3.600 -1.341 -1.592
H 3.425 -1.448 0.268
H 4.133 -0.113 -0.464
H 2.616 0.152 2.066
C -1.457 -5.717 5.129
C -0.530 -6.705 5.808
C 0.029 -6.242 7.176
C -1.021 -6.277 8.301
C -1.434 -7.731 8.457
C -2.062 -8.339 7.137
N -1.119 -8.017 6.022
O -1.379 -8.615 4.825
C -2.074 -9.903 7.286
C -3.504 -7.808 6.842
C 0.751 -6.768 4.872
H -1.831 -6.174 4.213
H -0.980 -4.807 4.765
H -2.289 -5.354 5.732
H 0.869 -6.863 7.485
H 0.276 -5.189 7.041
H -1.791 -5.567 7.999
H -0.667 -5.921 9.269
H -2.290 -7.729 9.132
H -0.690 -8.363 8.942
H -1.150 -10.370 7.627
H -2.915 -10.229 7.899
H -2.281 -10.397 6.337
H -3.713 -8.114 5.817
H -4.329 -8.159 7.462
H -3.484 -6.719 6.803
H 0.569 -7.126 3.859
H 1.414 -7.505 5.326
H 1.242 -5.795 4.870
H -0.800 -9.379 4.769
C 4.770 -8.360 -3.672
C 4.626 -9.083 -2.345
O 3.407 -9.796 -2.237
H 3.991 -7.620 -3.858
H 4.786 -9.152 -4.421
H 5.735 -7.855 -3.716
H 4.716 -8.379 -1.517
H 5.449 -9.791 -2.244
H 2.701 -9.144 -2.230
C -8.508 5.455 2.369
C -7.395 5.929 1.433
O -7.916 6.274 0.112
H -9.391 6.078 2.226
H -8.375 5.548 3.447
H -8.845 4.466 2.057
H -6.658 5.128 1.361
H -6.883 6.850 1.712
H -7.230 6.608 -0.471
C -2.485 7.865 5.511
C -3.011 9.229 6.042
O -2.974 9.239 7.469
H -3.191 7.114 5.866
H -1.472 7.654 5.853
H -2.520 7.817 4.423
H -4.021 9.459 5.703
H -2.378 10.063 5.738
H -2.831 10.119 7.824
C 4.292 3.767 -8.781
C 3.789 4.463 -10.019
O 2.337 4.511 -9.920
H 4.253 4.362 -7.869
H 5.337 3.505 -8.948
H 3.774 2.840 -8.536
H 4.269 4.047 -10.905
H 4.175 5.480 -10.085
H 1.988 5.037 -10.643
C 8.187 3.619 2.422
C 8.033 4.667 3.487
O 7.311 4.303 4.646
H 8.639 4.045 1.526
H 7.257 3.211 2.026
H 8.712 2.733 2.779
H 7.629 5.540 2.976
H 9.022 4.980 3.822
H 7.222 5.158 5.073
C 0.269 9.282 -5.295
C 0.527 8.362 -6.467
O -0.219 7.161 -6.459
H 0.510 8.808 -4.344
H -0.794 9.522 -5.287
H 0.916 10.148 -5.160
H 1.568 8.040 -6.435
H 0.336 8.747 -7.468
H 0.008 6.650 -7.239
C 11.459 -2.642 0.196
O 11.956 -3.935 -0.224
H 10.696 -2.201 -0.446
H 10.914 -2.616 1.139
H 12.175 -1.825 0.107
H 11.894 -3.947 -1.182
C -5.545 7.922 -4.869
O -4.644 7.533 -3.863
H -5.110 8.616 -5.588
H -5.860 7.169 -5.592
H -6.421 8.380 -4.410
H -3.819 7.246 -4.261
C 6.130 -3.204 -7.310
O 6.890 -2.642 -8.372
H 6.057 -4.287 -7.414
H 6.665 -2.909 -6.407
H 5.119 -2.796 -7.346
H 6.238 -2.508 -9.063
C -0.781 1.176 8.549
O -1.045 1.745 9.832
H -0.523 0.118 8.578
H -1.534 1.357 7.781
H 0.099 1.697 8.170
H -0.889 2.686 9.722
C 6.230 7.928 -1.787
O 7.536 7.513 -1.920
H 6.328 8.835 -1.191
H 5.691 8.285 -2.665
H 5.632 7.178 -1.269
H 7.486 6.675 -2.386
C 6.413 -0.670 6.487
O 5.943 0.112 5.369
H 7.209 -0.219 7.078
H 5.640 -1.125 7.107
H 6.957 -1.461 5.971
H 6.258 1.010 5.498
C 8.380 2.024 -4.692
O 8.355 3.373 -4.664
H 7.667 1.720 -5.458
H 9.380 1.673 -4.945
H 8.123 1.626 -3.710
H 8.941 3.576 -5.397
C -7.535 -1.128 5.156
O -8.321 -0.737 6.271
H -7.005 -2.060 5.352
H -8.159 -1.308 4.280
H -6.765 -0.388 4.936
H -7.679 -0.592 6.970
```

Summary:
M (u): 1004.521
HOMO level (eV): -8.02
Multiplicity: 1
E_tot (hartree): -3308.5453